(1)
C29H59N3O10S | ωB97M-V/def2-TZVPD

Geometry as XYZ:
```
102
Properties=species:S:1:pos:R:3:mulliken_charge:R:1
C 3.00 0.38 -2.61 -0.8356
C 0.42 0.65 -2.38 -0.2438
H -1.98 -1.75 3.03 0.4720
H 0.18 -0.16 6.65 0.4064
H -0.01 -0.35 -1.99 -0.2356
C -1.41 -0.84 3.47 -0.3775
H -2.24 5.54 0.69 -0.0021
H -0.48 -0.74 2.80 0.1241
N 3.23 -0.36 3.78 -0.6884
H -2.05 2.89 2.47 -0.0825
C 2.01 -7.92 -3.35 -0.6544
H -1.83 -1.32 5.61 0.3626
H -1.64 3.67 -0.21 0.2530
C 2.42 -6.59 -3.97 -0.4170
H 3.24 -7.48 -1.17 0.2471
O -0.11 4.60 1.77 -0.2014
H 1.70 -0.84 -4.85 0.2576
O -5.78 2.77 -3.08 -0.4162
H -2.47 0.62 -2.42 0.6586
H -0.26 -2.05 5.02 0.3722
H 1.54 3.44 1.15 0.3418
O -4.40 -0.29 -0.66 -0.7276
C -3.30 5.23 0.92 0.1022
C -2.46 3.05 0.30 -1.2164
H 4.07 -1.46 -3.37 0.2915
O 3.02 -5.72 -3.01 -0.1578
C -0.90 -1.10 4.96 -0.8077
C 2.21 -0.36 4.90 0.3814
H 1.30 -7.78 -2.54 0.3097
C -0.25 2.04 1.49 1.6615
C -0.10 0.15 5.58 -0.8714
H 1.89 0.15 -0.69 -0.0654
H 1.97 1.90 -1.20 0.2807
H -0.79 2.38 -3.05 0.4582
N 1.08 0.57 4.76 -0.2079
H 3.08 -6.74 -4.83 0.3725
H 2.83 -3.19 -1.86 0.1015
H 0.21 -2.21 -3.13 0.3195
H -3.39 0.10 3.78 0.3609
C -3.81 5.68 2.38 -0.5946
H -1.71 0.22 -0.82 0.0293
H 1.37 1.48 5.17 0.2821
H 4.83 -5.36 -2.13 0.2390
H -2.07 6.69 3.37 0.2637
H 0.57 0.49 -3.50 0.3590
H -3.01 3.55 -2.65 0.2021
H -4.33 6.69 2.30 0.3966
H 1.70 -1.94 -1.17 0.1782
H 2.65 -0.36 2.92 0.2449
C 3.38 -8.52 -1.51 -0.6732
C 3.46 -1.15 -2.45 -0.8274
H 1.52 -8.53 -4.12 0.3932
H 4.22 -1.20 -1.58 0.4263
H 2.73 0.67 -3.68 0.3269
C 1.76 -1.97 -4.76 -1.1993
H 4.83 -6.77 -3.20 0.4783
C 0.62 3.34 1.82 -0.7738
H -1.96 1.35 3.96 0.0478
C -3.06 2.08 -0.86 0.9260
H -0.20 2.59 -1.34 -0.2510
H 0.15 1.59 0.52 -0.8541
H 1.26 -3.67 -3.43 0.0376
H 0.00 1.27 2.31 -0.5660
C 1.30 -2.53 -3.33 -0.0400
O -5.68 1.78 -0.17 -0.7008
C 0.48 5.32 0.68 0.2940
H 4.79 -5.13 -3.89 0.3053
H -4.61 4.90 2.68 0.2236
H -2.01 4.79 3.54 0.0848
O -3.58 3.81 0.80 -0.2311
H 3.28 -1.71 5.75 0.3066
C -2.66 5.72 3.50 -0.7304
H 2.70 -9.17 -0.96 0.3282
C 2.30 -2.20 -2.12 -0.1013
C -2.56 0.83 1.84 0.0585
N 2.41 -1.16 5.90 -0.6030
H -2.11 -0.04 1.26 0.1642
H -3.17 5.81 4.53 0.3394
H 3.63 0.59 3.82 0.2912
H 2.79 -2.37 -5.07 0.2369
C -1.84 2.24 1.54 0.9564
C -2.37 0.45 3.41 -0.6348
H 1.52 -6.08 -4.33 0.3572
H 1.03 3.22 2.89 0.1197
H 1.01 -2.39 -5.53 0.3701
H -5.66 3.59 -3.64 0.3222
O -4.57 2.15 -2.92 -0.0926
H 4.41 -8.81 -1.31 0.2465
O -4.00 0.97 1.63 -0.5287
H -0.75 1.09 5.71 0.4090
C 4.44 -5.76 -3.07 -0.9557
O 3.14 -8.66 -2.91 -0.3843
O 1.40 6.14 0.79 -0.5269
H 3.92 1.02 -2.34 0.2792
C -3.77 2.97 -2.01 -0.9426
H -4.49 3.74 -1.57 0.7205
S -4.37 1.05 0.00 1.4703
C -1.97 1.11 -1.51 -1.1653
C -0.65 1.83 -2.06 0.1882
H 0.02 5.16 -0.37 0.2669
H -3.98 5.76 0.15 0.2448
C 1.82 0.84 -1.61 0.0356
```

As for the energy above the lowest of the compared OMol25 structures with the same formula, charge and spin: 114.3 kcal per mole. The calculation puts the HOMO energy at -0.346 Eh. Its total charge is 0. The structure (SMILES) is [H]/N=C(\N)NCCCC[C@H]1OS(=O)(=O)[C@@](CCCCCCCCC)(COO)[C@@H](OCCC)[C@@H]1CCOC=O.COCCOC. The molar mass comes out at 641.87 g/mol. The electronic energy comes out at -2454.8216 Eh.



(2)
C29H59O6P | ωB97M-V/def2-TZVPD

Geometry as XYZ:
```
95
Properties=species:S:1:pos:R:3:mulliken_charge:R:1
C 0.09 5.46 -0.15 -1.1286
H -2.47 -0.54 5.59 0.4051
C -1.35 -2.26 6.21 -1.2304
C 1.51 4.93 0.17 0.2365
H -4.20 -1.44 4.44 0.4258
H -3.86 -2.71 5.56 0.4536
H 2.19 5.38 -0.56 0.4496
H -1.96 -2.96 6.79 0.2894
C -3.27 -3.18 3.50 -0.7682
C -1.66 2.19 -1.52 -1.2103
H -5.14 -3.52 2.47 0.5885
H 1.27 2.55 5.36 0.3766
H -4.59 -1.44 0.17 0.4433
O -2.08 0.75 0.40 -0.4129
H 1.62 3.85 0.05 -0.3970
C -3.60 -3.25 0.93 -0.6787
H -1.49 -1.24 4.32 -0.0112
H -2.50 -2.94 -1.45 0.4585
H 1.33 0.03 -5.48 0.3476
C 2.82 -1.53 -5.33 -0.7636
C 2.44 4.15 2.50 -0.4531
H 3.22 -0.93 -6.15 0.4890
H -3.79 -4.32 0.76 0.5715
H 0.46 4.05 3.28 0.2008
C 2.06 5.32 1.57 -1.0422
C -3.33 -2.24 -1.45 -0.8295
O 0.18 1.96 1.39 -0.5988
H -2.52 -3.12 0.99 0.2700
H -3.01 -0.63 -2.83 0.6168
C -2.17 -1.49 5.13 -0.1658
H 5.21 -1.87 -5.68 0.3904
H -2.58 2.53 -1.04 0.5107
H -4.52 -1.87 2.32 0.4299
H 2.94 -2.57 -0.71 -0.0414
H 5.75 -1.88 -3.99 0.2121
C -1.44 -0.42 -1.40 1.7841
C 0.30 -1.66 -4.65 -1.1508
H -0.49 -2.75 5.75 0.3218
H 2.55 -2.54 -5.64 0.2864
C -2.91 -0.77 -1.74 -1.7127
H -1.90 4.99 -0.74 0.4045
H 1.37 6.02 2.06 0.4779
H -3.96 -2.52 -2.30 0.4861
H -1.34 3.90 0.48 0.3490
H -1.95 1.92 -2.54 0.5693
C 5.05 -2.77 -1.15 -0.2068
H 3.98 -2.53 0.72 0.3666
C -1.18 0.96 -0.73 0.4855
C -0.50 -0.44 -2.61 -0.7016
H 3.66 -4.06 -0.12 0.2841
H 0.97 1.82 3.80 0.1009
H 2.99 5.89 1.42 0.3719
H 1.45 1.69 -0.63 0.1709
C -0.73 3.43 -1.58 -1.1901
C -0.20 -1.83 -3.19 -0.2473
H 0.15 6.18 -0.98 0.3124
H 0.33 3.20 -1.71 0.4998
P 0.46 1.13 0.21 0.4878
O -1.11 -1.22 -0.22 -0.4868
H 3.43 4.31 2.95 0.4271
H 5.94 -3.21 -0.70 0.3341
H -3.64 -0.10 -1.28 0.5899
H 1.88 -0.30 -3.85 0.1929
C 1.57 -0.78 -4.78 -0.3911
H 0.96 -0.14 0.59 0.0348
C 3.84 -2.99 -0.25 -0.6952
C -4.23 -2.93 2.31 -1.2108
H -1.00 0.15 -3.38 0.7167
H 5.35 -0.32 -4.73 0.2903
H -1.10 -2.45 -3.23 0.2789
O 3.75 -1.61 -4.25 -0.2831
O 4.86 -3.39 -2.41 -0.5320
H 2.54 3.22 1.94 0.1431
C -3.46 -2.20 4.68 -0.8840
H 5.23 -1.70 -1.29 0.2130
H 0.41 -2.63 -5.15 0.5958
C -1.71 -0.54 0.81 -0.4416
H 4.08 -2.99 -2.82 0.3117
H -5.14 -2.95 -0.52 0.4969
H -3.51 -4.19 3.88 0.5503
H -2.23 -3.24 3.19 0.4211
H -0.23 6.02 0.74 0.4509
H 2.62 2.21 4.23 0.3007
O -1.89 -0.88 1.89 -0.4542
H 1.64 4.69 4.48 0.4708
H -0.92 -1.52 6.88 0.3487
C -4.24 -2.41 -0.19 -1.1325
C 1.58 2.56 4.32 -1.0965
H 0.60 -2.36 -2.65 0.1558
C 5.09 -1.39 -4.71 -0.7847
H -1.02 3.97 -2.50 0.5330
H 0.43 0.08 -2.36 0.0339
C 1.48 3.96 3.68 -0.3395
H -0.51 -1.14 -5.18 0.4689
C -1.02 4.42 -0.42 -0.6111
```

The calculation puts the HOMO energy at -0.371 Eh. Its total charge is 0. The structure (SMILES) is CCCCCCCCC[C@]1(CCCCCOC)OC(=O)O[C@@]1(CCCCCCCCC)[PH2]=O.CCO. The molar mass comes out at 534.76 g/mol. The electronic energy comes out at -1933.0797 Eh.



(3)
C29H60Br2F6N3O6P | ωB97M-V/def2-TZVPD

Geometry as XYZ:
```
107
Properties=species:S:1:pos:R:3:mulliken_charge:R:1
H -0.74 -4.52 1.68 -0.0708
F 1.25 -3.70 -0.20 -0.2762
C 4.26 3.01 -5.84 -0.6511
H 1.96 1.82 -5.70 0.2258
C -0.98 -6.84 4.95 -0.0923
H 2.82 0.06 -2.87 0.4071
H -5.36 1.78 4.50 0.1471
C 2.33 -1.69 0.84 0.4504
C -3.35 -4.52 3.63 -0.6084
O 3.51 6.00 -9.53 -0.4437
C -2.17 1.02 5.35 -0.0626
H -4.28 -1.37 4.26 0.2201
O -2.60 -4.47 2.43 -0.4422
H 2.24 1.53 0.11 0.0093
H -3.35 1.02 -1.44 0.2970
O -3.35 2.89 6.38 -0.3313
H 1.86 2.76 -7.22 0.3442
H -5.10 3.50 7.24 0.2319
H 5.08 4.70 -6.84 0.1509
C 5.07 3.61 -6.98 -0.2503
H -5.05 -7.14 6.25 0.2333
C -1.59 1.92 -2.58 0.2134
C -1.25 -4.91 2.55 0.1862
H 2.24 4.97 -8.26 0.1466
H 3.28 -2.05 -1.11 0.3221
O -3.04 -6.80 6.27 -0.3184
H -1.86 -8.53 6.03 0.4011
H 4.54 3.66 -10.31 0.3753
N -1.57 -7.21 3.67 -0.3413
H 5.32 6.02 -8.50 0.3357
C -1.07 -6.44 2.53 -1.0226
H 4.80 3.21 -4.90 0.2428
C -3.13 1.90 -2.13 -1.1167
H -4.20 -7.69 4.80 0.2964
H -1.21 -7.24 7.04 0.3929
H 3.45 3.55 -3.01 0.3611
H 0.05 -7.21 4.99 0.3894
C 1.35 -0.88 -1.46 -0.2640
H 1.18 -0.14 -3.63 0.4311
H 0.53 -0.43 -0.80 0.0210
H -3.84 1.80 -3.01 0.3251
C 4.18 3.08 -2.28 -0.3916
H -3.33 2.91 -1.66 0.3032
C 2.20 2.45 -0.57 -0.4636
O 2.99 3.64 -5.71 -0.3854
C -2.26 1.99 6.53 -0.8324
F 1.33 -3.56 2.07 -0.2506
H -2.75 -4.29 4.51 0.2817
H -3.84 -5.49 3.73 0.2686
H 1.94 6.69 -8.43 0.3461
H -4.15 -3.77 3.56 0.2833
H -3.70 -0.62 2.00 0.4034
H -0.01 -6.67 2.39 0.3915
H 3.87 4.00 -0.26 0.3841
H 5.39 5.96 -10.24 0.3563
N 4.51 3.25 -8.29 -0.3239
H -4.14 0.55 5.55 0.0652
H -2.18 1.63 4.44 0.0717
H 3.32 6.16 -7.45 0.2640
F 1.99 -0.59 1.64 -0.2712
H 0.98 3.30 -5.79 0.0969
H -1.60 -6.82 1.65 0.4069
H -1.35 2.60 6.54 0.3960
O -4.98 0.73 2.77 -0.4852
Br -1.14 1.86 -4.52 -0.1608
C -1.77 -7.44 6.12 -0.8422
H -4.08 2.50 8.30 0.3341
H 3.39 -0.30 -0.56 0.1898
C -3.70 0.10 2.82 -0.0203
H -1.22 0.48 5.39 0.3861
H 1.00 -1.84 -1.98 0.3161
H 6.10 3.25 -6.93 0.3897
C 1.90 2.83 -6.13 -0.5034
F 3.49 -2.31 1.38 -0.3333
H 4.17 1.92 -5.94 0.4108
C 2.73 5.94 -8.35 -0.4943
C -5.07 1.96 3.47 -0.5021
C 3.68 3.00 -0.78 -0.7532
P 1.30 1.95 -2.15 0.2285
C 5.04 4.03 -9.41 -0.6972
H -5.00 1.76 6.95 0.2907
H -5.85 2.56 3.01 0.3275
H 4.38 2.26 -0.25 0.2889
Br -1.08 2.00 0.28 -0.1471
H 3.51 3.38 -8.26 0.0856
H 1.59 3.23 0.00 0.4937
H -0.77 -4.44 3.42 0.3016
C 1.18 -2.82 0.88 0.8530
C -4.43 2.64 7.27 -0.6997
H -4.06 -8.62 6.33 0.3342
H -2.55 -1.32 3.96 0.2573
C 4.86 5.56 -9.38 -0.4624
C 1.70 0.17 -2.65 -0.7037
H -2.90 0.82 2.59 -0.1351
H -4.13 2.53 3.42 0.2332
F 4.65 1.78 -2.67 -0.3119
C -3.44 -0.69 4.11 -0.4884
C 2.68 -1.20 -0.64 -0.5365
F -0.04 -2.16 0.97 -0.2005
H -2.29 1.45 7.48 0.4023
H -2.58 -7.08 3.72 0.1134
H 6.10 3.80 -9.52 0.3920
C -4.13 -7.62 5.89 -0.7125
H -0.97 -5.76 5.10 0.1352
H 5.11 3.76 -2.29 0.3847
C -0.54 1.95 -1.65 0.0162
N -3.27 0.06 5.36 -0.2405
```

The calculation puts the HOMO energy at -0.306 Eh. Its total charge is 0. The structure (SMILES) is C/C(Br)=C(\Br)P(CCCF)CCCC(F)(F)C(F)(F)F.COCCNCCOC.COCCNCCOC.COCCNCCOC. The molar mass comes out at 851.58 g/mol. The electronic energy comes out at -7844.9997 Eh.



(4)
C29H60BrClNO10P2S2 | ωB97M-V/def2-TZVPD

Geometry as XYZ:
```
106
Properties=species:S:1:pos:R:3:mulliken_charge:R:1
C -2.24 -8.51 2.11 -0.7119
H -2.08 5.54 5.48 0.2916
H 2.46 -1.50 -5.69 0.2637
H 0.27 -0.25 -5.45 0.2183
C -3.27 -4.26 1.21 -0.5269
H 0.44 1.00 -2.66 0.0403
H -3.12 -5.03 -2.45 0.3069
C -3.67 -4.55 -1.51 -0.5182
C -2.85 -5.06 -0.18 -0.4037
O 2.44 0.87 -6.54 -0.5435
H -1.78 7.76 6.67 0.3529
H 2.78 2.34 -9.96 0.2098
H -3.49 -2.61 -2.87 0.2939
O 2.26 0.71 -8.82 -0.3345
C -2.06 7.72 5.61 -1.0862
C 5.34 3.85 3.05 -0.4238
C 2.26 4.25 1.44 -0.8606
H -2.15 -9.02 3.18 0.4082
H -3.07 -2.65 3.20 0.3103
O -2.90 6.19 1.78 -0.3476
H -1.35 6.89 0.59 0.2859
C 2.19 0.24 -7.55 0.7563
C -2.01 6.02 0.68 -0.3241
H -2.72 8.56 5.38 0.2900
H 3.33 4.73 1.32 0.1499
H 4.82 1.93 1.16 0.2780
C 2.87 3.23 -3.25 -0.4718
H -2.05 -9.39 -0.09 0.2687
H 2.00 3.31 -4.05 0.3421
O -1.19 1.36 -0.63 -0.5868
O 2.22 0.63 0.62 -0.6894
C -2.74 6.40 5.29 -0.1559
O 0.55 2.57 0.59 -0.2681
H 3.26 1.46 -1.13 0.2021
Br 4.23 4.62 -3.70 -0.2495
C -1.02 -1.87 2.26 -0.2131
O 1.77 -1.05 -7.61 -0.3496
C -1.98 -3.02 2.98 -0.9213
H -2.63 -10.58 1.25 0.2703
H -0.54 -1.49 -6.40 0.3446
H -2.73 -0.39 2.56 0.3422
H -2.61 5.94 -0.23 0.2452
H -2.09 1.66 -0.25 0.4065
C -0.19 1.27 0.48 0.5674
H 3.20 3.13 3.82 0.2330
H 4.05 3.08 -0.56 0.2775
C -1.97 -5.53 2.78 -0.2729
H 1.61 -2.78 -6.54 0.2990
S -1.05 -7.06 2.09 -0.0444
H 5.40 4.17 1.90 0.2414
H 1.54 4.82 0.71 0.2606
O -1.11 5.90 3.19 -0.5299
H -4.77 -5.01 -1.51 0.2675
N -1.98 -4.21 2.05 0.1897
H 1.68 2.13 2.37 -0.4235
C -1.86 -9.70 1.02 -0.3671
C 1.61 -1.71 -6.35 -0.1819
H -1.69 1.72 2.15 0.2469
H -1.15 7.85 5.01 0.3041
P 2.22 2.36 1.03 1.6950
H 2.29 -0.43 -2.46 0.0822
H -3.62 6.28 5.94 0.2921
H -3.59 -3.14 1.03 0.3945
H -4.68 -2.46 -1.40 0.1970
H -2.38 -0.65 0.73 -0.0318
C 2.61 2.09 -8.90 -0.6031
H -2.83 -2.45 -1.03 -0.0586
C -1.85 -0.53 1.78 0.0153
H -0.13 0.71 2.77 0.1281
C -3.64 -2.92 -1.75 -0.5370
C 3.89 1.90 1.90 -0.6066
C 3.00 2.54 -0.71 -0.9931
C 4.16 2.72 3.29 -0.4818
H -1.48 -3.24 4.04 0.4215
H 3.77 0.75 2.20 0.1472
Cl 7.02 3.20 3.55 -0.2688
H -4.10 -4.83 1.84 0.3890
H 1.02 3.13 -1.92 0.0151
C 0.29 -1.31 -5.71 -0.9431
H -0.24 -1.50 3.08 0.2515
C -0.36 -10.36 1.28 -0.7924
O 0.03 -1.43 -2.15 -0.6004
H -1.66 -5.09 -0.33 0.2893
H 2.20 4.61 -1.57 0.3870
H 0.87 -0.92 0.43 -0.2075
C -0.93 0.84 1.90 -0.9914
H 3.25 2.13 -3.27 0.2861
H 0.12 -1.89 -4.79 0.2872
C -2.29 6.13 2.99 0.7411
H -0.43 -2.40 1.38 0.1343
C 0.97 0.18 -0.02 -0.0423
H 0.44 -10.03 0.48 0.2182
H -1.42 5.10 0.79 0.0132
H 3.53 2.30 -8.35 0.2869
H -0.42 -11.54 1.36 0.2895
O -3.22 6.39 3.94 -0.3799
H -3.37 -8.17 1.95 0.3221
C 2.14 3.45 -1.76 -0.2641
H 5.15 4.85 3.66 0.3155
S -2.80 -5.80 4.27 -0.1702
H 1.78 2.71 -8.53 0.2796
H 4.63 1.93 4.05 0.3831
H 1.81 4.43 2.53 0.1537
P 0.98 -0.14 -1.92 0.3481
H -3.15 -6.19 0.01 0.0162
H -0.04 -9.98 2.36 0.2338
```

The calculation puts the HOMO energy at -0.180 Eh. Its total charge is -1. The molar mass comes out at 824.23 g/mol. The electronic energy comes out at -6461.0782 Eh.